Arrangement 1

Density functional theory data (ωB97M-V/def2-TZVPD) for a cluster of 2 separate species, CHClO2S in total.

- HOMO level: -9.02 eV

```
! wB97M-V def2-TZVPD RIJCOSX def2/J DEFGRID3
* xyz 0 1
C 2.915 -0.394 -0.128
O 2.753 -1.509 0.058
O -0.581 1.037 0.415
S -0.921 -0.127 -0.654
Cl -2.978 -0.074 -0.814
H -1.188 1.067 1.124
*
```

These are the Löwdin partial charges, in e, on atoms 1 to 4: 0.009 0.004 -0.525 0.423



Arrangement 2

Density functional theory data (ωB97M-V/def2-TZVPD) for an isolated molecule of CHClO2S.

- HOMO level: -9.80 eV

```
! wB97M-V def2-TZVPD RIJCOSX def2/J DEFGRID3
* xyz 0 1
C -0.294 -0.586 0.486
O -0.145 -1.560 1.138
O -2.713 -1.514 0.156
S -1.979 -0.472 -0.511
Cl -2.385 1.519 0.267
H 0.066 0.424 0.350
*
```

These are the Löwdin partial charges, in e, on atoms 1 to 4: -0.374 0.083 -0.526 0.626



Which is the most stable structure? arrangement 1 is the most stable.



Arrangement 1

Density functional theory data (ωB97M-V/def2-TZVPD) for an isolated molecule of C6H7N3.

- SMILES: [H]/N=C/N1C[C@@H]1C(=C)C#N
- HOMO level: -9.21 eV

```
! wB97M-V def2-TZVPD RIJCOSX def2/J DEFGRID3
* xyz 0 1
H -3.187 1.578 -1.059
N -2.700 0.945 -0.336
C -1.708 0.205 -0.744
N -1.157 -0.677 0.044
C -0.726 -0.582 1.381
C 0.256 -0.979 0.174
C 1.296 -0.062 -0.061
C 2.396 -0.266 -0.719
C 1.009 1.337 0.215
N 0.889 2.449 0.623
H -1.474 -0.008 -1.808
H -0.401 0.296 2.159
H -1.069 -1.558 2.052
H 0.592 -2.033 -0.108
H 3.072 -1.250 -0.768
H 2.913 0.604 -1.046
*
```

These are the Löwdin partial charges, in e, on atoms 1 to 4: 0.070 0.080 -0.340 -0.079



Arrangement 2

Density functional theory data (ωB97M-V/def2-TZVPD) for an isolated molecule of C6H7N3.

- HOMO level (spin up / spin down): -7.43 / -8.82 eV

```
! wB97M-V def2-TZVPD RIJCOSX def2/J DEFGRID3
* xyz 0 1
C -0.803 -1.195 0.333
C 2.579 -0.641 -0.098
C 2.038 0.649 -0.067
C 0.534 -0.833 0.291
C -1.666 -0.319 -0.446
C -1.446 1.098 0.154
N 1.641 -1.498 0.123
N 0.697 0.540 -0.007
N -0.061 1.694 0.189
H -1.241 -1.940 1.018
H 3.548 -0.818 -0.383
H 2.573 1.511 -0.182
H -1.528 -0.330 -1.600
H -2.707 -0.574 -0.168
H -2.263 1.688 -0.315
H -1.895 0.967 1.156
*
```

These are the Löwdin partial charges, in e, on atoms 1 to 4: -0.004 -0.129 -0.056 -0.322



Which is the most stable structure? arrangement 2 is the most stable.



Arrangement 1

Density functional theory data (ωB97M-V/def2-TZVPD) for the ion C3H8NOS with charge +1.

- SMILES: [NH3+][C@H](C=O)CS
- HOMO level: -13.37 eV

```
! wB97M-V def2-TZVPD RIJCOSX def2/J DEFGRID3
* xyz 1 1
N -1.111 1.106 -0.160
C 0.230 0.422 -0.035
C 0.647 0.121 -1.497
O -0.134 -0.444 -2.215
C 0.058 -0.871 0.726
S 1.688 -1.588 1.089
H -1.791 0.480 -0.608
H -1.518 1.367 0.747
H -1.093 1.947 -0.738
H 0.932 1.134 0.396
H 1.631 0.423 -1.857
H -0.492 -0.763 1.664
H -0.492 -1.571 0.097
H 1.448 -1.764 2.391
*
```

These are the Löwdin partial charges, in e, on atoms 1 to 4: 0.226 -0.325 -0.185 0.113



Arrangement 2

Density functional theory data (ωB97M-V/def2-TZVPD) for the ion C3H8NOS with charge +1.

- SMILES: [NH3+][C@H]1CCOS1
- HOMO level: -13.39 eV

```
! wB97M-V def2-TZVPD RIJCOSX def2/J DEFGRID3
* xyz 1 1
N 0.609 1.385 0.645
C 0.152 0.724 -0.604
C 0.351 -0.692 -0.746
C -0.606 -1.497 0.281
O -1.587 -0.481 0.752
S -1.835 0.653 -0.420
H 1.700 1.460 0.860
H 0.116 0.998 1.545
H 0.239 2.296 0.550
H 0.494 1.473 -1.337
H 1.476 -0.983 -0.500
H 0.060 -1.219 -1.716
H -1.111 -2.150 -0.378
H -0.060 -1.968 1.069
*
```

These are the Löwdin partial charges, in e, on atoms 1 to 4: 0.135 -0.456 -0.219 -0.152



Which is the most stable structure? arrangement 1 is the most stable.